1.
This record from the Open Molecules 2025 dataset describes C3H4N2O2 in the gas phase. The level of theory is ωB97M-V with the def2-TZVPD basis set.

```
11
Properties=species:S:1:pos:R:3:nbo_charge:R:1
C 0.832 1.357 0.539 -0.423
N -0.203 0.338 0.468 -0.282
C -0.143 -0.921 0.945 0.806
O -0.279 -1.666 1.859 -0.500
N 0.099 -0.829 -0.448 -0.409
C -0.934 -1.010 -1.416 0.528
O -1.822 -0.228 -1.602 -0.500
H 1.836 0.949 0.375 0.202
H 0.608 2.102 -0.227 0.219
H 0.770 1.826 1.524 0.224
H -0.766 -1.917 -2.017 0.136
```

Computed properties:
E_tot (hartree): -376.6228
HOMO energy (eV): -10.6
HOMO-LUMO gap (Eh): 0.4165
ΔE to the lowest compared entry with this formula, charge and spin (eV): 3.836

2.
This record from the Open Molecules 2025 dataset describes a 7-piece molecular cluster, C17H50N3O10S overall. The level of theory is ωB97M-V with the def2-TZVPD basis set.

```
81
Properties=species:S:1:pos:R:3:lowdin_charge:R:1
O 6.017 -18.478 -1.597 0.239
H 6.197 -19.188 -2.233 0.168
H 5.983 -17.620 -2.046 0.156
H 5.091 -18.625 -1.087 0.071
O 2.213 -16.081 -2.940 0.199
H 1.900 -16.485 -3.767 0.140
H 2.086 -16.830 -2.144 0.036
H 3.131 -15.792 -3.042 0.149
O 2.194 -20.686 -4.582 0.232
H 2.339 -19.964 -5.210 0.155
H 2.250 -20.291 -3.571 0.047
H 2.850 -21.393 -4.696 0.166
S 2.334 -18.987 -1.052 0.428
O 1.601 -19.790 -0.125 -0.258
O 1.718 -17.636 -1.155 -0.270
O 3.766 -18.801 -0.679 -0.335
O 2.315 -19.664 -2.400 -0.328
C 4.890 -15.482 0.361 -0.064
C 5.232 -16.614 1.330 -0.454
C 6.069 -16.147 2.530 -0.233
O 6.536 -17.236 3.269 -0.184
C 6.897 -16.889 4.602 -0.083
N 4.040 -17.320 1.817 0.066
H 4.766 -14.569 0.958 0.084
H 3.890 -15.594 -0.066 0.065
H 5.674 -15.250 -0.363 0.069
H 5.857 -17.320 0.746 0.112
H 5.331 -15.587 3.120 0.130
H 6.826 -15.433 2.181 0.130
H 7.883 -16.418 4.559 0.090
H 7.034 -17.848 5.102 0.090
H 6.152 -16.291 5.126 0.092
H 4.424 -18.020 2.451 0.083
H 3.756 -17.868 1.004 0.022
C -0.333 -24.062 1.889 -0.059
C -0.154 -22.578 1.665 -0.438
C 0.115 -21.798 2.921 -0.210
O -0.819 -22.103 3.951 -0.179
C -0.521 -21.457 5.157 -0.130
N 1.004 -22.356 0.761 0.024
H 0.603 -24.462 2.283 0.086
H -0.515 -24.611 0.958 0.072
H -1.204 -24.306 2.495 0.078
H -0.967 -22.122 1.086 0.125
H -0.068 -20.733 2.700 0.129
H 1.158 -21.826 3.253 0.128
H -0.944 -20.444 5.138 0.088
H 0.540 -21.302 5.393 0.084
H -0.912 -22.014 6.007 0.086
H 1.107 -21.369 0.491 0.007
H 0.742 -22.759 -0.137 0.059
C -4.207 -20.021 -2.329 -0.013
C -2.768 -20.174 -2.837 -0.506
C -2.805 -20.447 -4.358 -0.134
C -3.216 -19.206 -5.166 -0.175
C -2.448 -17.937 -4.738 -0.138
C -2.234 -17.680 -3.250 -0.510
N -2.053 -18.939 -2.583 -0.120
O -1.636 -18.787 -1.242 0.011
C -0.949 -16.858 -3.102 -0.056
C -3.385 -16.785 -2.691 -0.012
C -2.034 -21.377 -2.256 -0.037
H -4.677 -20.945 -1.969 0.087
H -4.265 -19.411 -1.425 0.085
H -4.887 -19.610 -3.073 0.077
H -1.815 -20.751 -4.711 0.110
H -3.521 -21.232 -4.600 0.125
H -2.989 -19.336 -6.227 0.107
H -4.302 -19.086 -5.142 0.103
H -2.817 -17.066 -5.284 0.123
H -1.481 -18.090 -5.242 0.106
H -0.670 -16.676 -2.059 0.083
H -0.975 -15.948 -3.695 0.092
H -0.076 -17.524 -3.255 0.061
H -3.185 -15.727 -2.888 0.079
H -3.674 -16.952 -1.659 0.082
H -4.257 -16.874 -3.352 0.079
H -2.066 -21.409 -1.157 0.079
H -2.599 -22.295 -2.431 0.094
H -0.977 -21.455 -2.507 0.080
H -0.816 -19.292 -1.221 0.079
```

Computed properties:
E_tot (hartree): -1992.1223
Total charge: +1
HOMO energy (eV): -9.9
HOMO-LUMO gap (Eh): 0.1975
ΔE to the lowest compared entry with this formula, charge and spin (eV): 0.000

3.
This record from the Open Molecules 2025 dataset describes C4H3NO3 as an isolated structure. The level of theory is ωB97M-V with the def2-TZVPD basis set.

```
11
Properties=species:S:1:pos:R:3:nbo_charge:R:1
C -2.088 -0.739 -0.483 0.241
C -0.853 0.198 -0.325 0.684
C 1.115 0.325 0.731 -0.270
C 2.294 0.066 -0.156 0.232
H -1.719 -2.011 -0.754 0.272
H 1.613 0.176 1.816 0.261
H 0.369 1.310 0.461 0.316
N 3.263 -0.192 -0.815 -0.299
O -3.416 0.124 -0.044 -0.455
O -0.702 1.354 -0.598 -0.506
O 0.124 -0.610 0.167 -0.477
```

Computed properties:
E_tot (hartree): -434.4111
HOMO energy (eV): -11.2
HOMO-LUMO gap (Eh): 0.3149
ΔE to the lowest compared entry with this formula, charge and spin (eV): 8.604

4.
This record from the Open Molecules 2025 dataset describes C4H10O2Se2 in the gas phase. The level of theory is ωB97M-V with the def2-TZVPD basis set.

```
18
Properties=species:S:1:pos:R:3:nbo_charge:R:1
C 0.872 1.483 -1.170 -0.626
C -0.726 -1.453 1.215 -0.754
C 0.067 0.780 -0.066 0.065
C -0.463 -0.738 -0.280 0.075
O 0.694 0.846 1.144 -0.710
O 0.426 -1.552 -1.038 -0.753
Se 1.945 2.965 -0.649 0.097
Se -2.091 -2.916 0.760 0.408
H 1.557 0.742 -1.583 0.220
H 0.229 2.019 -1.918 0.241
H 0.192 -1.892 1.738 0.224
H -1.027 -0.614 1.907 0.240
H -0.940 1.365 0.123 0.167
H -1.474 -0.707 -0.726 0.155
H 1.447 0.182 1.190 0.469
H 0.567 -1.307 -2.007 0.483
H 0.921 3.938 -0.857 0.062
H -2.195 -3.140 2.219 -0.064
```

Computed properties:
E_tot (hartree): -5111.5060
<S²>: 2.005
2S+1: 3
HOMO energy (alpha / beta) (eV): -4.8 / -8.7
HOMO-LUMO gap (alpha / beta) (Eh): 0.1974 / 0.2219

> Number 3 is which compound?

C4H3NO3